298
Properties=species:S:1:pos:R:3:forces:R:3:lowdin_spin:R:1 method="wB97M-V/def2-TZVPD" molar_mass_g_mol=1810.17 total_charge=+1 orbital_gap_ha="0.2334 / 0.0753" s_squared=0.75 lumo_energy_ha="-0.1053 / -0.2633" multiplicity=2
C 3.94740 5.05271 5.02572 1.58 0.00 -0.51 0.00
O 5.05921 5.50062 4.79581 -0.51 0.50 0.35 0.00
N 3.46441 3.98256 4.39008 -0.92 0.03 -0.48 0.00
C 2.18629 3.46393 4.85493 0.45 0.25 0.46 0.00
C 4.00944 3.41506 3.17604 0.07 -0.17 0.10 0.00
H 3.23912 5.42897 5.78002 0.21 0.24 0.16 0.00
H 2.39624 3.08568 5.85541 -0.56 -0.86 -0.11 0.00
H 1.80623 2.74841 4.12576 0.02 -0.22 0.43 0.00
H 1.45416 4.25494 5.01739 -0.12 0.16 -0.36 0.00
H 4.25727 2.36879 3.35490 -0.11 -0.18 -0.15 0.00
H 3.23154 3.48715 2.41591 0.08 -0.21 -0.26 0.00
H 4.92100 3.88531 2.80723 -0.17 0.37 0.43 0.00
C 3.67463 -0.02904 -4.27535 1.61 0.05 1.89 0.00
O 2.82889 0.42037 -3.54075 -1.52 0.43 0.91 0.00
N 3.55448 -0.20020 -5.57054 -1.53 0.40 -1.63 0.00
C 4.72763 -0.33142 -6.38320 0.59 -0.07 -0.61 0.00
C 2.39658 0.46462 -6.19800 0.36 -0.13 -1.37 0.00
H 4.65327 -0.27934 -3.83738 0.15 -0.39 -0.34 0.00
H 5.53540 -0.85836 -5.87531 -0.29 -0.23 0.17 0.00
H 5.14857 0.63862 -6.64765 -0.10 0.28 -0.14 0.00
H 4.47243 -0.84664 -7.30922 0.10 -0.10 0.05 0.00
H 1.47773 0.50720 -5.61318 0.59 -0.02 0.28 0.00
H 2.69360 1.43258 -6.60165 0.06 0.70 0.85 0.00
H 2.15129 0.03898 -7.17102 -0.02 -1.03 0.16 0.00
C 3.11749 -0.14601 5.81130 -0.23 0.01 0.77 0.00
O 2.71993 -0.08316 6.95854 -0.43 0.01 0.66 0.00
N 4.37209 -0.49859 5.50904 -1.28 0.00 2.33 0.00
C 4.79767 -0.50675 4.21100 2.25 -0.04 -2.53 0.00
C 5.33269 -0.84152 6.55975 -0.35 -0.67 -0.01 0.00
H 2.43767 0.09100 4.97831 0.39 -0.06 -0.37 0.00
H 5.16604 -1.49996 3.95423 -0.13 -0.24 -0.49 0.00
H 5.68020 0.13192 4.17424 0.24 0.22 -0.54 0.00
H 4.09775 -0.14223 3.45912 -0.33 -0.17 0.35 0.00
H 5.06881 -1.76368 7.07754 -0.60 0.03 0.12 0.00
H 6.27494 -1.14224 6.10166 0.13 0.76 -0.09 0.00
H 5.40055 -0.06277 7.31938 0.24 0.07 -0.26 0.00
O -3.08133 4.51498 -7.06432 -0.44 -0.38 1.22 0.00
P -3.01596 3.24698 -6.29470 1.36 -0.46 1.07 0.00
N -2.31803 3.33044 -4.68912 0.18 0.33 -0.56 0.00
C -2.00301 4.62869 -3.99251 -0.94 -0.66 -1.36 0.00
C -2.07684 2.17461 -3.80440 0.46 0.73 -0.68 0.00
N -1.99328 2.13430 -7.05911 -0.71 -1.37 0.74 0.00
C -2.50138 1.55861 -8.31142 0.22 0.82 0.11 0.00
C -0.51795 2.31364 -7.11228 -0.85 1.55 0.55 0.00
N -4.49832 2.46248 -6.08899 0.10 3.08 -2.54 0.00
C -5.76392 3.29494 -6.29535 1.39 -1.96 -0.14 0.00
C -4.63684 1.20174 -5.44180 -0.28 0.95 -0.93 0.00
H -2.97761 4.94018 -3.61669 0.35 0.81 0.35 0.00
H -1.56324 5.33658 -4.69508 -0.51 0.11 -0.15 0.00
H -1.26454 4.58249 -3.19211 -0.13 -0.76 0.09 0.00
H -1.03445 2.31448 -3.51812 0.26 -0.79 0.15 0.00
H -2.27350 1.20565 -4.26324 0.34 0.21 -0.23 0.00
H -2.62959 2.17110 -2.86494 -0.51 0.39 0.15 0.00
H -2.13571 0.53420 -8.38204 0.13 0.11 -0.50 0.00
H -3.58534 1.55801 -8.42603 -0.03 0.00 0.52 0.00
H -2.14596 2.26605 -9.06062 0.14 -0.66 -0.81 0.00
H -0.09225 2.20024 -6.11528 0.09 -0.19 -0.12 0.00
H 0.02640 1.74698 -7.86772 -0.60 -0.67 0.19 0.00
H -0.34395 3.34359 -7.42380 0.27 0.29 0.08 0.00
H -5.58371 4.28524 -6.71357 0.34 -0.01 0.68 0.00
H -6.33455 2.77585 -7.06542 -0.35 -0.12 0.14 0.00
H -6.26928 3.21914 -5.33256 -0.43 0.68 -0.09 0.00
H -4.85920 1.53085 -4.42674 0.41 -1.41 0.82 0.00
H -3.73309 0.68083 -5.75798 0.02 -0.47 1.18 0.00
H -5.47452 0.65655 -5.87673 -0.25 -0.10 0.09 0.00
O -3.76106 -0.08454 7.58048 0.84 -0.62 -0.51 0.00
P -2.55166 -0.69288 6.96565 1.00 -0.12 -0.17 0.00
N -1.72868 0.40566 5.95003 -0.28 0.89 -0.21 0.00
C -0.24399 0.28904 5.71652 -1.12 -0.56 1.26 0.00
C -2.54959 1.45008 5.21557 0.20 -0.92 0.26 0.00
N -2.95441 -2.00623 5.85442 1.37 2.29 0.86 0.00
C -2.03999 -2.39174 4.75834 -0.53 0.79 0.44 0.00
C -3.66120 -3.11009 6.41293 -0.08 -0.93 0.15 0.00
N -1.41604 -1.29209 8.17051 -2.47 1.70 -1.23 0.00
C -0.44415 -2.27970 7.87505 0.91 -0.27 -0.01 0.00
C -0.95306 -0.36950 9.25920 -1.00 -0.62 -1.33 0.00
H 0.21038 1.12555 5.18560 -0.46 -0.12 -0.24 0.00
H -0.02004 -0.68169 5.27423 0.17 0.23 -0.67 0.00
H 0.25532 0.22086 6.68303 0.04 0.35 0.06 0.00
H -3.39452 0.97554 4.71656 0.03 -0.28 -0.28 0.00
H -1.97770 1.99849 4.46705 0.42 -0.44 -0.01 0.00
H -3.04011 2.23266 5.79441 0.39 -0.20 0.83 0.00
H -1.07104 -2.71531 5.13851 0.03 -0.61 -0.27 0.00
H -2.56822 -3.12167 4.14491 0.25 -0.46 0.18 0.00
H -1.83111 -1.57232 4.07058 -0.09 0.39 0.25 0.00
H -4.25731 -3.53630 5.60603 -0.48 -0.19 0.21 0.00
H -2.98843 -3.90044 6.74583 0.25 -0.31 0.10 0.00
H -4.25660 -2.85306 7.28903 -0.17 0.30 -0.31 0.00
H -0.17172 -2.75500 8.81737 -0.06 -0.50 -0.03 0.00
H -0.76118 -3.01611 7.13661 -0.10 -0.01 0.22 0.00
H 0.47109 -1.79544 7.53458 0.43 -0.16 -0.33 0.00
H -1.54632 0.54313 9.20217 0.21 0.06 0.09 0.00
H 0.10538 -0.19085 9.06979 0.08 0.29 0.38 0.00
H -1.14829 -0.84778 10.21901 0.28 0.03 0.05 0.00
O 6.01383 -2.09420 -2.79146 -0.66 0.59 -0.75 0.00
P 5.87395 -3.34054 -2.03567 0.06 -0.94 3.55 0.00
N 4.97690 -4.52936 -2.77899 0.79 0.19 -0.49 0.00
C 4.10871 -4.14979 -3.89216 0.17 -0.02 0.15 0.00
C 4.79583 -5.89067 -2.31184 0.55 -0.92 -0.75 0.00
N 4.94026 -3.17106 -0.54899 1.73 0.42 -1.94 0.00
C 3.70356 -2.35818 -0.70608 0.81 -0.84 1.33 0.00
C 5.29999 -3.75403 0.75639 -0.52 1.30 -0.41 0.00
N 7.38987 -3.95800 -1.53316 -1.79 -1.20 -1.37 0.00
C 8.34970 -3.34374 -0.68774 -0.61 1.43 0.50 0.00
C 8.01284 -4.99928 -2.31624 -0.40 -1.06 -0.33 0.00
H 3.81491 -5.02330 -4.47419 0.31 -0.13 -0.08 0.00
H 4.62423 -3.44098 -4.54018 -0.21 0.05 0.04 0.00
H 3.17543 -3.73902 -3.50702 0.14 0.29 -0.10 0.00
H 5.18087 -6.20292 -1.34109 -0.39 0.94 0.44 0.00
H 5.37904 -6.56545 -2.93844 0.16 -0.10 -0.49 0.00
H 3.77545 -6.23237 -2.48556 -0.22 0.26 0.55 0.00
H 3.69689 -1.71551 0.17428 -0.51 0.33 -0.08 0.00
H 3.62642 -1.74110 -1.60127 0.54 -0.14 -0.06 0.00
H 2.84073 -3.02333 -0.67113 -0.35 -0.03 0.01 0.00
H 5.48109 -4.82801 0.71283 -0.14 0.08 0.12 0.00
H 6.12792 -3.25179 1.25679 0.61 -0.09 -0.37 0.00
H 4.50672 -3.46787 1.44698 -0.47 -0.65 -0.01 0.00
H 9.07038 -2.87606 -1.35856 0.35 0.51 0.54 0.00
H 7.78574 -2.65043 -0.06375 0.54 0.58 -0.03 0.00
H 8.86644 -3.99706 0.01530 -0.09 -0.54 -0.23 0.00
H 9.01795 -4.85426 -2.71223 0.27 0.95 0.42 0.00
H 7.46611 -5.20928 -3.23552 -0.42 -0.38 0.31 0.00
H 8.09119 -5.84733 -1.63596 0.01 -0.64 -0.49 0.00
O 2.98508 -7.19024 4.97299 0.16 -1.55 -0.90 0.00
P 1.84686 -6.37140 4.55276 0.16 1.58 -1.04 0.00
N 0.33719 -7.16277 4.44687 0.99 2.64 0.37 0.00
C 0.33119 -8.56982 4.17658 -0.96 -0.75 -0.29 0.00
C -0.98356 -6.46135 4.20861 1.30 -0.67 0.84 0.00
N 2.07959 -5.57466 3.01604 1.01 -1.89 0.98 0.00
C 1.41014 -4.33580 2.76163 -0.05 0.27 -0.80 0.00
C 2.83102 -6.26085 1.87509 -1.81 0.45 1.38 0.00
N 1.75425 -5.13717 5.70743 -0.87 1.10 -0.03 0.00
C 2.85926 -4.23613 5.97786 0.37 1.25 -0.60 0.00
C 1.06577 -5.50416 6.93987 -1.11 -1.74 -0.42 0.00
H 1.27020 -9.09717 4.00854 0.34 0.75 0.20 0.00
H -0.24740 -8.68162 3.25960 -0.18 -0.52 -0.09 0.00
H -0.16670 -9.08976 4.99505 -0.20 -0.26 -0.04 0.00
H -0.99633 -5.40704 4.48495 0.54 -0.07 0.38 0.00
H -1.66324 -6.97940 4.88519 -0.46 0.08 -0.32 0.00
H -1.33891 -6.45625 3.17817 0.15 -0.59 -0.22 0.00
H 1.20685 -4.15659 1.70586 0.09 -0.50 -0.40 0.00
H 0.41317 -4.32662 3.20214 0.21 0.44 0.43 0.00
H 2.04752 -3.48903 3.01626 -0.33 0.39 0.57 0.00
H 2.09399 -6.72006 1.21629 -0.20 0.28 -0.42 0.00
H 3.39547 -5.49763 1.33938 0.24 -0.41 0.11 0.00
H 3.37724 -7.13550 2.22827 0.54 0.57 0.34 0.00
H 3.26464 -3.74565 5.09288 -0.04 -0.45 -0.46 0.00
H 2.49687 -3.36955 6.53084 -0.37 -0.05 0.26 0.00
H 3.72464 -4.58057 6.54407 -0.11 -0.83 0.03 0.00
H 1.17414 -4.92077 7.85420 0.57 0.51 -0.58 0.00
H 1.33814 -6.53433 7.16932 0.14 -0.12 0.55 0.00
H -0.00136 -5.56926 6.72753 -0.24 0.18 0.17 0.00
O -5.47578 7.88689 3.60973 -0.47 -1.46 -0.33 0.00
P -6.00606 6.80112 2.74393 -1.26 -0.96 -0.50 0.00
N -6.97346 5.54551 3.53719 -0.08 0.93 0.02 0.00
C -7.74834 4.46854 2.90463 0.55 0.32 0.11 0.00
C -6.70394 5.18830 4.95620 -0.54 1.69 -0.49 0.00
N -4.79115 5.85443 2.07854 1.68 0.95 -0.42 0.00
C -3.52694 5.68211 2.92147 -1.46 0.41 -0.40 0.00
C -4.97413 4.86231 1.01452 1.04 0.32 1.12 0.00
N -6.96204 7.34811 1.40658 -0.13 -1.63 0.88 0.00
C -8.42573 7.41975 1.41591 0.30 -0.83 0.69 0.00
C -6.34957 8.03177 0.30213 0.64 0.89 -0.54 0.00
H -8.47846 4.11199 3.63120 -0.21 0.13 0.01 0.00
H -7.12336 3.60171 2.68998 0.27 -0.24 -0.18 0.00
H -8.28467 4.72331 1.99056 0.17 0.37 0.00 0.00
H -6.03534 4.34906 5.14786 0.08 -0.15 -0.36 0.00
H -7.67457 5.01487 5.42084 0.02 -0.34 0.13 0.00
H -6.32810 6.08528 5.44843 0.31 -0.12 0.04 0.00
H -2.74284 5.10881 2.42690 -0.40 -0.20 -0.33 0.00
H -3.06506 6.63395 3.18371 -0.39 0.11 -0.08 0.00
H -3.84207 5.18703 3.84000 0.38 -0.18 0.16 0.00
H -5.96547 4.89744 0.56274 0.09 -0.10 0.18 0.00
H -4.18627 4.95218 0.26664 -0.12 0.52 -0.48 0.00
H -4.69077 3.91345 1.47000 -0.79 -0.73 -0.03 0.00
H -8.80545 8.43796 1.33132 0.10 0.07 0.38 0.00
H -8.89849 6.84354 0.62056 0.30 -0.06 -0.52 0.00
H -8.75229 6.89521 2.31387 -0.28 0.62 0.24 0.00
H -5.89695 8.96312 0.64245 0.43 0.00 -0.08 0.00
H -7.05361 8.35650 -0.46400 -0.59 -0.21 0.34 0.00
H -5.64023 7.45257 -0.28903 0.37 -0.23 0.42 0.00
O 1.41695 0.36336 2.51497 -0.23 -0.51 -0.22 0.00
P 0.87290 0.83580 1.22544 -0.29 1.97 -1.88 0.00
N 2.08020 1.80002 0.43108 -0.64 -0.05 -0.26 0.00
C 1.84826 2.62619 -0.79728 -1.47 -0.82 0.31 0.00
C 3.48767 1.37223 0.51687 -0.81 0.12 0.43 0.00
N -0.43543 1.95691 1.36269 1.13 -0.69 -0.65 0.00
C -1.82585 1.58974 1.09501 1.14 -1.21 -0.48 0.00
C -0.17370 3.17040 2.11382 -0.15 -0.63 0.26 0.00
N 0.28950 -0.34762 0.14444 -0.50 0.88 1.03 0.00
C 0.07408 -0.04074 -1.27481 0.49 0.25 0.08 0.00
C -0.20714 -1.65736 0.61966 0.56 1.26 -0.55 0.00
H 0.85481 3.06617 -0.71028 -0.11 0.12 0.09 0.00
H 1.80886 2.02041 -1.70258 0.32 -0.19 -0.08 0.00
H 2.52042 3.45409 -1.02283 0.50 -0.21 0.83 0.00
H 3.74028 0.72394 -0.32219 0.30 0.04 -0.07 0.00
H 3.63987 0.85843 1.46605 0.06 -0.07 -0.15 0.00
H 4.07438 2.29081 0.52563 0.31 -0.23 -0.16 0.00
H -1.92047 1.45329 0.01773 -0.54 0.49 -0.30 0.00
H -1.99755 0.57409 1.45150 -0.36 0.00 0.54 0.00
H -2.57761 2.26554 1.50276 0.31 0.16 0.03 0.00
H -0.39878 2.94843 3.15697 -0.06 0.58 0.32 0.00
H 0.88509 3.41927 2.04225 -0.12 0.15 -0.10 0.00
H -0.79323 3.98409 1.73676 0.10 0.12 0.07 0.00
H 1.02468 -0.13004 -1.80062 -0.16 -0.37 -0.46 0.00
H -0.72320 -0.65011 -1.70037 0.25 -0.53 0.08 0.00
H -0.26880 0.96685 -1.51003 0.04 0.37 0.61 0.00
H -1.18645 -1.87460 0.19319 -0.23 0.09 -0.05 0.00
H -0.30114 -1.58385 1.70310 0.33 -0.59 0.01 0.00
H 0.49478 -2.39243 0.22586 -0.08 -0.51 0.61 0.00
O 9.15922 4.21993 -2.51365 -1.00 0.34 0.21 0.00
P 7.76436 3.74116 -2.64831 -1.13 -0.71 -0.60 0.00
N 6.64511 4.35854 -1.48546 0.58 -1.57 0.03 0.00
C 5.25254 4.00801 -1.53983 -0.33 -0.61 -0.59 0.00
C 6.81135 5.65172 -0.81521 1.66 -0.54 -0.68 0.00
N 7.62316 2.00029 -2.60760 -1.04 1.05 -0.90 0.00
C 8.19633 1.25552 -3.75645 -0.08 0.23 0.42 0.00
C 7.72855 1.25280 -1.32979 -0.16 0.98 -0.48 0.00
N 7.02836 4.22226 -4.15904 2.19 -2.14 2.02 0.00
C 6.06235 3.46725 -4.87271 -1.72 0.43 -0.34 0.00
C 7.18699 5.58653 -4.56885 0.58 0.30 -0.10 0.00
H 4.75187 4.51612 -2.36400 -0.47 0.66 0.16 0.00
H 4.84699 4.23808 -0.55460 -0.45 0.11 -0.25 0.00
H 5.00171 2.96967 -1.75673 0.62 -0.39 0.17 0.00
H 7.64894 5.50799 -0.13265 0.10 0.70 0.01 0.00
H 5.94380 5.97805 -0.24167 -0.06 -0.29 -0.29 0.00
H 7.04896 6.34581 -1.62136 0.07 0.74 0.65 0.00
H 9.24578 1.05321 -3.54236 0.15 -0.15 -0.29 0.00
H 7.66164 0.31996 -3.92059 -0.05 -0.23 0.49 0.00
H 8.10129 1.74543 -4.72550 0.19 0.59 0.32 0.00
H 6.89573 1.52790 -0.68263 0.28 0.41 0.26 0.00
H 7.59588 0.17632 -1.43801 0.23 0.01 -0.65 0.00
H 8.70778 1.48314 -0.91011 -0.08 -0.26 0.56 0.00
H 6.17147 3.66127 -5.93974 0.07 -0.27 -0.21 0.00
H 5.92590 2.39812 -4.71003 0.88 0.02 0.35 0.00
H 5.09221 3.87310 -4.58600 -0.69 -0.01 -0.34 0.00
H 6.60593 5.73188 -5.47954 -0.20 0.31 0.24 0.00
H 8.21881 5.82672 -4.82531 0.18 -0.11 0.02 0.00
H 6.91480 6.27264 -3.76680 -0.40 0.28 -0.21 0.00
O -0.99283 -5.23216 -6.20414 -0.33 0.00 -1.13 0.00
P -1.52517 -4.11013 -5.43102 -0.53 1.45 1.13 0.00
N -3.18502 -4.33388 -5.02871 0.68 1.61 0.22 0.00
C -3.88003 -3.47054 -4.04132 1.27 -1.31 -0.32 0.00
C -3.97029 -5.49367 -5.44763 1.53 0.60 -0.10 0.00
N -1.44982 -2.53621 -6.11515 1.40 -0.59 -0.31 0.00
C -1.77191 -1.30514 -5.34426 -0.73 -0.76 -0.94 0.00
C -1.28666 -2.34796 -7.59382 -0.48 -0.34 0.49 0.00
N -0.64067 -3.94045 -3.99149 -0.63 1.33 0.37 0.00
C 0.81710 -3.56730 -4.06207 -1.97 0.04 -1.70 0.00
C -1.03166 -4.67588 -2.80158 0.00 -0.72 -0.50 0.00
H -4.78576 -2.99308 -4.41522 -0.05 0.06 -0.35 0.00
H -3.18087 -2.73363 -3.64604 -0.15 0.03 0.04 0.00
H -4.14228 -4.16985 -3.24740 -0.40 0.26 0.55 0.00
H -3.88626 -6.21691 -4.63648 -0.70 -0.47 -0.20 0.00
H -3.46737 -5.85351 -6.34524 -0.29 -0.45 0.09 0.00
H -4.97742 -5.16393 -5.70271 -0.09 -0.28 0.20 0.00
H -1.49925 -0.40018 -5.88720 0.40 -0.14 -0.23 0.00
H -2.85952 -1.26198 -5.28634 -0.24 0.25 0.31 0.00
H -1.36967 -1.22804 -4.33412 0.30 -0.48 -0.09 0.00
H -2.22804 -2.03460 -8.04520 -0.13 0.39 0.06 0.00
H -0.49627 -1.64688 -7.86191 -0.03 0.31 0.41 0.00
H -1.03726 -3.24405 -8.16207 0.07 -0.44 0.73 0.00
H 1.34354 -4.37278 -4.57409 0.44 -0.32 0.86 0.00
H 0.88367 -2.78193 -4.81497 -0.01 0.41 0.11 0.00
H 1.20815 -3.15339 -3.13262 -0.11 -0.54 0.08 0.00
H -2.06752 -5.01449 -2.82257 -0.11 0.23 -0.33 0.00
H -0.92967 -4.10321 -1.87977 0.39 0.09 0.02 0.00
H -0.46298 -5.60564 -2.78615 0.26 -0.09 0.59 0.00
C -4.61329 -0.84329 1.37701 0.64 1.17 -1.34 0.05
C -5.92572 -1.20344 0.61469 -0.98 -1.21 2.02 0.05
C -7.19330 -0.72179 1.38796 0.28 0.59 0.16 0.00
C -7.49811 0.79038 1.23683 -0.58 -1.20 -1.61 0.00
C -7.80193 1.00568 -0.31062 0.69 -0.60 2.34 0.00
C -6.57821 0.56606 -1.18230 -3.90 2.42 -1.44 0.06
N -6.02463 -0.68268 -0.78989 2.31 -0.97 1.29 0.61
O -5.02541 -1.18470 -1.62812 -1.26 0.73 1.16 0.09
C -7.23002 0.49620 -2.63404 1.35 -2.00 -0.34 0.02
C -5.58569 1.69992 -1.08667 1.95 0.24 -0.18 0.05
C -5.92003 -2.76651 0.68187 -0.71 -0.03 -1.51 0.02
H -3.77976 -1.45727 1.03593 -0.05 0.05 -0.31 0.00
H -4.61598 -0.96743 2.45991 -0.83 -0.05 -0.08 0.00
H -4.37668 0.19425 1.14111 0.29 0.05 0.34 0.00
H -8.01428 -1.37078 1.08315 -0.30 0.33 -0.26 0.00
H -7.07502 -0.93927 2.44947 0.41 -0.16 -0.04 0.00
H -6.66363 1.37022 1.63122 0.01 0.18 -0.26 0.00
H -8.38407 1.05000 1.81630 0.06 -0.01 0.00 0.00
H -8.06689 2.04889 -0.48271 0.40 -0.06 -0.37 0.00
H -8.68209 0.42391 -0.58439 0.02 -0.18 0.13 0.00
H -6.45926 0.46121 -3.40397 0.07 0.73 -0.03 0.00
H -7.65549 -0.49559 -2.78711 -0.32 -0.34 0.44 0.00
H -8.06592 1.13665 -2.91548 0.50 0.62 0.67 0.00
H -5.15002 1.75727 -0.08917 -0.08 0.13 0.02 0.00
H -4.75932 1.56976 -1.78544 0.13 -0.23 -0.02 0.00
H -5.99319 2.67951 -1.33656 -0.55 -0.30 0.08 0.01
H -6.82246 -3.19173 0.24263 -0.19 0.14 -0.27 0.00
H -5.95011 -3.16916 1.69433 0.46 0.60 0.13 0.00
H -5.08597 -3.17091 0.10837 0.15 -0.03 0.32 0.00
H -5.54789 -1.75261 -2.19917 0.09 -0.58 -0.95 0.01